# 1
# C3H7N

A 2-piece molecular cluster, C3H7N overall in a non-equilibrium geometry (ωB97M-V/def2-TZVPD, OMol25).

Results
M, g mol⁻¹: 57.1
ΔE to the lowest compared entry with this formula, charge and spin, eV: 2.173
Gap between HOMO and LUMO, eV: 10.6
Structure (SMILES): C=C.C=N

Each line ends with the Mulliken charge.
Element x y z (Å)
C 0.3138 1.3164 -0.5305  -0.635
C 0.4222 2.3635 0.2881  -0.389
H -0.4936 1.2042 -1.2507  0.262
H 0.9831 0.4650 -0.5347  0.277
H 0.2824 3.3498 -0.1531  0.233
H 1.0246 2.3495 1.1889  0.260
C -0.8373 -1.5120 -0.0549  -0.486
N 0.1500 -2.1374 0.4257  -0.454
H -1.4646 -1.9257 -0.8405  0.260
H -1.0586 -0.5784 0.4467  0.436
H 0.3234 -3.0233 -0.0496  0.236

---

# 2
# C3H7N

One molecule with the formula C3H7N in a non-equilibrium geometry (ωB97M-V/def2-TZVPD, OMol25).

Results
M, g mol⁻¹: 57.1
ΔE to the lowest compared entry with this formula, charge and spin, eV: 1.219
Gap between HOMO and LUMO, eV: 10.6
Structure (SMILES): C=CCN

Each line ends with the Mulliken charge.
Element x y z (Å)
C -0.7667 -1.1566 -0.7923  -0.782
C -1.0063 -0.0013 -0.0538  0.082
C 0.1253 0.7858 0.6259  -0.348
N 1.4619 0.4181 0.2250  -0.630
H -1.5226 -1.6981 -1.4035  0.243
H 0.0995 -1.7545 -0.5693  0.148
H -2.1388 0.3426 0.0773  0.246
H -0.0380 1.9186 0.4150  0.284
H 0.0977 0.5415 1.7394  0.249
H 1.6412 0.5914 -0.7661  0.273
H 1.5136 -0.6355 0.2532  0.233

---

# 3
# C3H7N

One molecule with the formula C3H7N in a non-equilibrium geometry (ωB97M-V/def2-TZVPD, OMol25).

Results
M, g mol⁻¹: 57.1
ΔE to the lowest compared entry with this formula, charge and spin, eV: 1.395
Gap between HOMO and LUMO, eV: 10.5
Structure (SMILES): C=CCN

Each line ends with the Mulliken charge.
Element x y z (Å)
C -0.6898 -0.0563 -1.4298  -0.624
C 0.3274 -0.6475 -0.7096  -0.057
C 0.4340 -0.4695 0.8531  -0.360
N 0.2138 1.0207 1.2501  -0.688
H -0.9554 0.0016 -2.5087  0.267
H -1.3006 0.6371 -0.7876  0.134
H 0.9730 -1.5143 -1.0595  0.251
H -0.0721 -1.1997 1.5701  0.277
H 1.4738 -0.5799 1.1376  0.265
H -0.8037 1.1828 1.2553  0.258
H 0.3995 1.6249 0.4289  0.278

---

# 4
# C3H7N2O

An isolated ion of composition C3H7N2O and charge +1 in a non-equilibrium geometry (ωB97M-V/def2-TZVPD, OMol25).

Results
Charge: +1
M, g mol⁻¹: 87.1
ΔE to the lowest compared entry with this formula, charge and spin, eV: 6.521
Gap between HOMO and LUMO (alpha / beta), eV: 9.0 / 8.7

Each line ends with the Mulliken charge.
Element x y z (Å)
C 1.4896 1.1818 -0.0699  -0.047
C -0.0413 0.9964 0.2176  -0.369
C 0.2431 -1.4816 0.1693  -0.457
N 2.3008 0.2158 -0.0847  -0.019
N -0.4761 -0.3632 -0.4146  -0.195
O 2.1909 -0.9846 -0.0106  -0.305
H 1.6750 2.2321 -0.2115  0.368
H -0.3925 0.8066 1.3273  0.335
H -0.7064 1.6530 -0.3416  0.353
H 0.2413 -1.6270 1.2959  0.258
H 0.2931 -2.3907 -0.3015  0.347
H -1.4303 -0.4167 -0.2732  0.312
H -0.1178 -0.4583 -1.4370  0.420

---

# 5
# C3H7N2O

C3H7N2O as an isolated structure in a non-equilibrium geometry (ωB97M-V/def2-TZVPD, OMol25).

Results
Charge: +1
M, g mol⁻¹: 87.1
ΔE to the lowest compared entry with this formula, charge and spin, eV: 3.762
Gap between HOMO and LUMO, eV: 9.1

Each line ends with the Mulliken charge.
Element x y z (Å)
C 2.7514 0.4148 0.2139  0.136
C -0.1371 0.0924 -0.0700  0.745
C -1.0864 -1.0018 -0.0148  -1.155
N 1.6870 -0.3666 0.0273  -0.286
N -0.3066 1.3576 -0.0250  -0.211
O 3.7778 -0.0769 -0.1452  -0.433
H 2.5141 1.2970 0.7546  0.269
H -1.9319 -0.8018 -0.5589  0.443
H -0.7349 -1.9780 -0.3436  0.341
H -1.5473 -1.0824 0.9573  0.355
H 1.6512 -1.0926 -0.6493  0.287
H -1.2374 1.6612 0.0620  0.274
H 0.5159 1.9744 0.0985  0.236

---

# 6
# C3H7N2O

An isolated ion of composition C3H7N2O and charge +1 in a non-equilibrium geometry (ωB97M-V/def2-TZVPD, OMol25).

Results
Charge: +1
M, g mol⁻¹: 87.1
ΔE to the lowest compared entry with this formula, charge and spin, eV: 6.950
Gap between HOMO and LUMO (alpha / beta), eV: 6.4 / 9.7

Each line ends with the Mulliken charge.
Element x y z (Å)
C -0.5741 0.1950 -1.0446  -0.039
C 0.7536 0.3702 -0.5120  -0.195
C 0.8597 -0.1509 0.9320  -0.508
N -0.4496 -0.1235 1.4999  -0.161
N -1.1015 0.2968 -2.1297  -0.133
O -0.6232 -0.9957 2.4405  -0.323
H 1.4914 -0.4095 -1.0759  0.320
H 1.0101 1.4579 -0.4397  0.309
H 1.3587 -1.2173 0.9553  0.342
H 1.5386 0.4727 1.5227  0.331
H -0.5975 0.6312 -2.9934  0.312
H -2.1298 0.2100 -2.1364  0.327
H -1.5364 -0.7367 2.9811  0.418

---

# 7
# C3H7N2O2

A 2-piece molecular cluster, C3H7N2O2 overall in a non-equilibrium geometry (ωB97M-V/def2-TZVPD, OMol25).

Results
Charge: +1
M, g mol⁻¹: 103.1
ΔE to the lowest compared entry with this formula, charge and spin, eV: 6.210
Gap between HOMO and LUMO (alpha / beta), eV: 8.8 / 9.0

Each line ends with the Mulliken charge.
Element x y z (Å)
C 0.1498 -0.2981 -0.4371  0.465
C 0.5977 -0.6602 -1.7564  -0.892
C -0.4457 -0.3286 1.9734  -0.695
N -0.1211 -0.9321 0.6251  -0.082
N -0.2121 1.9398 -0.5985  0.681
O -0.6724 2.5775 0.3380  -0.352
O 0.1527 2.1530 -1.7250  -0.363
H 1.6198 -0.4277 -1.6531  0.338
H 0.1164 0.1267 -2.4447  0.328
H 0.3583 -1.7244 -2.0968  0.378
H -0.4041 0.8268 2.0177  0.267
H 0.2544 -0.8083 2.7465  0.304
H -1.4864 -0.5098 2.2743  0.308
H 0.0928 -1.9347 0.7365  0.313

---

# 8
# C3H7N2O2

A 2-piece molecular cluster, C3H7N2O2 overall in a non-equilibrium geometry (ωB97M-V/def2-TZVPD, OMol25).

Results
Charge: +1
M, g mol⁻¹: 103.1
ΔE to the lowest compared entry with this formula, charge and spin, eV: 5.322
Gap between HOMO and LUMO, eV: 8.7

Each line ends with the Mulliken charge.
Element x y z (Å)
C -1.0056 2.0472 -0.6138  0.420
C -0.3525 -1.3417 -0.0361  -0.628
C 0.8913 -1.3010 0.6567  0.156
N -1.5702 0.9978 -0.1829  -0.501
N -0.2546 2.6941 -1.2681  -0.022
O 0.5335 3.6773 -0.9876  -0.346
O 1.9331 -0.7081 0.1169  -0.379
H 2.7318 -0.4887 0.6088  0.403
H -0.1744 -1.6127 -1.1720  0.304
H -1.0801 -1.9096 0.5565  0.354
H 1.2031 3.8887 -1.8084  0.414
H 0.9568 -1.8235 1.5861  0.379
H -0.9759 -0.2410 -0.0486  0.190
H -2.5752 0.8552 0.0593  0.254

---

# 9
# C3H7N2O2

An isolated ion of composition C3H7N2O2 and charge +1 in a non-equilibrium geometry (ωB97M-V/def2-TZVPD, OMol25).

Results
Charge: +1
Spin multiplicity: 3
M, g mol⁻¹: 103.1
ΔE to the lowest compared entry with this formula, charge and spin, eV: 1.060
Gap between HOMO and LUMO (alpha / beta), eV: 6.9 / 9.0

Each line ends with the Mulliken charge.
Element x y z (Å)
C -0.7033 0.1493 0.7806  -0.593
C 0.6422 -0.0252 0.9751  0.336
C -1.1896 0.1418 -1.7334  0.156
N -1.5771 0.0785 -0.4873  -0.108
N 1.5608 -0.1875 -0.2185  -0.249
O 1.1437 0.1268 2.1762  -0.431
O -0.0442 -0.0390 -2.1238  -0.611
H -1.1087 0.1396 1.6969  0.370
H -1.9000 0.3007 -2.5251  0.420
H -2.5516 0.2000 -0.1673  0.272
H 2.2330 0.5793 -0.1150  0.338
H 2.0529 -0.9898 0.0447  0.351
H 0.5777 -0.2070 2.8633  0.349
H 0.8644 -0.2675 -1.1664  0.400

---

# 10
# C3H7N2O3

An isolated ion of composition C3H7N2O3 and charge +1 in a non-equilibrium geometry (ωB97M-V/def2-TZVPD, OMol25).

Results
Charge: +1
M, g mol⁻¹: 119.1
ΔE to the lowest compared entry with this formula, charge and spin, eV: 1.391
Gap between HOMO and LUMO, eV: 10.4
Structure (SMILES): CN(O)/C=[NH+]\C(=O)O

Each line ends with the Mulliken charge.
Element x y z (Å)
C 0.9359 0.5764 -1.3717  -0.762
N -0.3235 0.7431 -0.9071  0.240
O -1.1158 1.7214 -1.5530  -0.430
C -1.0292 0.1950 0.0646  0.014
N -0.8402 -0.7195 0.9655  -0.128
C 0.3267 -1.0411 1.5834  0.565
O 1.3802 -0.6260 1.2401  -0.526
O 0.1185 -1.9401 2.5163  -0.454
H 1.1596 0.1474 -2.4050  0.328
H 1.3373 1.5842 -1.4835  0.343
H 1.6348 -0.0202 -0.7430  0.315
H -0.5979 2.2581 -2.2366  0.381
H -2.1576 0.4563 -0.0630  0.359
H -1.7512 -1.0940 1.4098  0.344
H 0.9223 -2.2411 2.9831  0.410

---

# 11
# C3H7N2OP

One molecule with the formula C3H7N2OP in a non-equilibrium geometry (ωB97M-V/def2-TZVPD, OMol25).

Results
M, g mol⁻¹: 118.1
ΔE to the lowest compared entry with this formula, charge and spin, eV: 0.804
Gap between HOMO and LUMO, eV: 9.4
Structure (SMILES): O=C1CCN(P)N1

Each line ends with the Mulliken charge.
Element x y z (Å)
O 2.6290 -0.9594 -0.3811  -0.628
C 1.5249 -0.5665 -0.0936  0.299
C 1.0813 0.8780 -0.3179  -0.249
C -0.2975 0.9373 0.3887  -0.641
N -0.6598 -0.4218 0.6383  -0.148
P -1.9042 -1.1482 -0.3669  -0.042
N 0.5351 -1.2119 0.4805  -0.150
H 1.7232 1.5155 0.2439  0.295
H 1.0625 0.9610 -1.4416  0.223
H -0.1052 1.3143 1.4086  0.231
H -1.2768 1.4692 0.0214  0.405
H -1.8324 0.0178 -1.4329  0.053
H -2.8957 -0.6048 0.3135  0.065
H 0.4155 -2.1805 0.5388  0.290

---

# 12
# C3H7N2OS

An isolated ion of composition C3H7N2OS and charge +1 in a non-equilibrium geometry (ωB97M-V/def2-TZVPD, OMol25).

Results
Charge: +1
M, g mol⁻¹: 119.2
ΔE to the lowest compared entry with this formula, charge and spin, eV: 2.538
Gap between HOMO and LUMO, eV: 10.3

Each line ends with the Mulliken charge.
Element x y z (Å)
C 0.5505 -1.0059 0.0530  0.475
C -0.3386 1.2734 -0.2713  -0.574
C 1.0980 1.4879 0.1569  -0.478
N -0.7617 0.0407 0.3555  -0.096
N 0.2728 -2.2678 -0.0069  -0.262
O -1.8949 -0.5370 -0.1788  -0.436
S 1.9557 -0.1293 -0.0778  -0.023
H -0.9760 2.0749 0.1156  0.368
H -0.4380 1.2425 -1.3636  0.365
H 1.6134 2.2405 -0.4369  0.419
H 1.1742 1.7286 1.2190  0.331
H -0.6999 -2.5630 0.0119  0.258
H 0.9919 -2.9744 -0.1139  0.255
H -2.5474 -0.6111 0.5374  0.397

---

> M of number 1 (C3H7N)?

57.1 g mol⁻¹

---

> The highest ΔE to the lowest compared entry with this formula, charge and spin belongs to which entry?

number 6

---

> Which value of ΔE to the lowest compared entry with this formula, charge and spin does entry 12 give?

2.538 eV